Record 1
{
  "formula": "C3H8N2O",
  "method": "ωB97M-V/def2-TZVPD",
  "orbital_gap_ha": 0.31993,
  "largest_force_ev_per_a": 8.5,
  "de_lowest_kj_mol": 1079.9,
  "mol_weight_da": 88.11,
  "e_homo_ev": -9.008,
  "species": ["C", "C", "C", "H", "H", "H", "H", "H", "H", "H", "H", "N", "N", "O"],
  "xyz": [[-1.588, 1.229, -0.224], [-1.655, -0.343, 0.383], [0.446, -0.673, -0.172], [-0.784, 1.993, -0.212], [-2.400, 1.732, 0.604], [-1.907, 1.376, -1.389], [-1.662, -0.265, 1.569], [-2.846, -0.866, -0.260], [0.922, -1.170, -1.156], [3.001, 1.833, -0.228], [3.021, -0.682, 0.709], [1.093, 0.275, 0.500], [2.515, 0.259, -0.168], [-0.727, -1.121, -0.236]],
  "forces_ev_per_a": [[-3.6, 1.0, 0.7], [-4.9, 2.9, -1.4], [7.6, 1.6, -3.3], [0.4, -1.5, 0.8], [1.7, -1.1, -2.9], [0.0, -1.0, 3.0], [0.1, -0.7, -2.6], [3.5, 1.8, 2.8], [0.2, 1.1, 2.5], [-1.1, -4.7, 1.1], [-0.9, 4.5, -2.9], [-0.5, -2.4, -2.2], [0.1, -0.3, 2.9], [-2.6, -1.4, 1.5]],
  "lowdin_charge": [-0.136, -0.247, -0.393, 0.027, 0.113, 0.099, 0.139, 0.218, 0.171, 0.205, 0.171, -0.099, -0.167, -0.100]
}

---

Record 2
{
  "formula": "C17H35BrN9ORu",
  "method": "ωB97M-V/def2-TZVPD",
  "orbital_gap_ha": [0.25987, 0.24614],
  "charge": 2,
  "largest_force_ev_per_a": 3.1,
  "de_lowest_kj_mol": 272.6,
  "mol_weight_da": 562.50,
  "s_squared": 0.7595,
  "spin_multiplicity": 2,
  "e_homo_ev": [-14.170, -14.158],
  "species": ["Ru", "C", "N", "C", "C", "N", "N", "C", "N", "N", "H", "H", "H", "H", "H", "H", "H", "H", "H", "H", "H", "O", "C", "C", "C", "C", "C", "C", "C", "C", "N", "H", "H", "H", "H", "H", "H", "H", "H", "H", "H", "H", "C", "N", "C", "C", "N", "N", "C", "C", "H", "H", "H", "H", "H", "H", "H", "H", "H", "H", "H", "H", "H", "Br"],
  "xyz": [[0.217, 1.515, -0.565], [4.367, 0.849, 2.312], [3.212, 1.396, 3.006], [3.336, 1.413, 4.452], [2.060, 1.579, 2.319], [1.875, 1.162, 1.108], [1.067, 2.280, 2.980], [-0.168, 2.713, 2.540], [-0.716, 3.666, 3.327], [-0.775, 2.183, 1.535], [5.258, 1.070, 2.893], [4.483, 1.325, 1.339], [4.309, -0.237, 2.193], [4.357, 1.689, 4.708], [3.135, 0.420, 4.864], [2.678, 2.124, 4.943], [2.653, 0.627, 0.735], [1.371, 2.728, 3.833], [-0.196, 4.151, 4.039], [-1.605, 4.063, 3.073], [-1.675, 2.610, 1.321], [-2.190, 1.706, -1.443], [-2.509, 0.628, -2.318], [-2.052, 0.840, -3.767], [-0.611, 1.358, -3.902], [0.444, 0.320, -3.665], [0.852, -0.530, -4.694], [1.906, -1.402, -4.481], [2.539, -1.395, -3.244], [2.041, -0.562, -2.259], [1.017, 0.264, -2.462], [-2.489, 2.531, -1.854], [-3.597, 0.477, -2.308], [-2.019, -0.239, -1.867], [-2.719, 1.557, -4.249], [-2.152, -0.106, -4.300], [-0.452, 2.189, -3.207], [-0.488, 1.748, -4.913], [0.362, -0.479, -5.654], [2.243, -2.060, -5.268], [3.401, -2.014, -3.056], [2.478, -0.547, -1.267], [-2.819, -3.189, -0.654], [-1.591, -2.444, -0.524], [-0.674, -2.583, -1.625], [-1.305, -1.628, 0.524], [-0.470, -0.640, 0.392], [-1.935, -1.899, 1.716], [-2.023, -3.244, 2.239], [-2.045, -0.869, 2.720], [-3.246, -2.995, -1.643], [-3.536, -2.884, 0.103], [-2.639, -4.266, -0.582], [-0.405, -3.638, -1.743], [0.220, -2.000, -1.417], [-1.124, -2.244, -2.563], [-0.237, -0.234, 1.294], [-1.753, -3.978, 1.488], [-3.028, -3.450, 2.606], [-1.339, -3.356, 3.085], [-1.202, -0.884, 3.419], [-2.953, -1.053, 3.294], [-2.113, 0.113, 2.254], [0.965, 3.753, -1.158]],
  "forces_ev_per_a": [[-0.3, -1.8, 2.6], [0.1, -0.1, -0.3], [-0.2, 0.2, -0.3], [-0.1, -0.2, 0.4], [0.1, 0.0, -0.1], [-0.8, -0.1, -2.3], [0.1, 0.5, 0.5], [0.1, 0.2, 0.4], [0.0, -0.2, -0.1], [0.4, -0.3, -2.5], [0.0, 0.0, 0.0], [0.0, 0.0, 0.0], [-0.1, 0.0, 0.0], [-0.1, 0.1, 0.0], [0.0, 0.1, 0.1], [0.0, 0.0, 0.0], [-0.2, 0.1, 0.3], [0.0, -0.1, -0.2], [0.0, -0.1, 0.0], [0.0, 0.0, 0.0], [0.3, -0.1, 0.2], [1.2, 0.5, 0.3], [-0.2, -0.8, -0.5], [0.2, 0.2, 0.4], [-0.3, 0.0, 0.1], [-0.3, 0.3, -0.4], [0.1, 0.0, 0.3], [-0.1, 0.2, 0.1], [-0.2, 0.2, 0.1], [0.5, -0.3, 0.1], [-0.5, 1.3, 1.5], [0.1, 0.0, 0.2], [0.3, -0.1, 0.1], [-0.2, 0.1, -0.1], [0.0, 0.0, 0.0], [-0.1, 0.0, 0.0], [0.1, 0.0, -0.2], [0.1, 0.0, 0.0], [-0.1, 0.0, -0.1], [0.0, 0.0, -0.1], [0.0, -0.1, 0.1], [0.0, -0.1, -0.1], [-0.3, -0.3, -0.1], [0.2, 0.4, 0.4], [0.3, -0.1, -0.1], [-0.8, -0.8, 0.1], [1.1, 2.3, -0.2], [0.2, 0.3, -0.8], [0.0, -0.4, 0.2], [-0.1, 0.2, 0.1], [0.0, 0.0, 0.1], [0.0, 0.0, 0.0], [-0.1, 0.0, 0.0], [0.0, 0.1, -0.1], [-0.1, -0.2, -0.1], [0.0, 0.0, 0.0], [-0.1, -0.4, -0.1], [0.0, 0.0, 0.0], [-0.1, -0.1, -0.1], [0.1, 0.0, 0.0], [0.1, 0.0, 0.0], [0.0, 0.1, 0.1], [0.0, -0.1, 0.1], [-0.4, -1.0, 0.2]],
  "lowdin_charge": [0.974, -0.027, -0.140, -0.013, -0.398, 0.082, 0.170, -0.481, 0.198, 0.058, 0.101, 0.102, 0.108, 0.103, 0.112, 0.083, 0.044, 0.131, 0.126, 0.128, 0.081, -0.140, -0.230, -0.141, -0.139, -0.268, 0.017, -0.010, -0.026, -0.145, 0.022, 0.117, 0.135, 0.082, 0.124, 0.124, 0.047, 0.133, 0.132, 0.127, 0.120, 0.102, -0.042, -0.162, -0.048, -0.430, 0.068, -0.160, -0.039, -0.056, 0.098, 0.097, 0.101, 0.108, 0.051, 0.089, 0.000, 0.086, 0.103, 0.100, 0.097, 0.102, 0.068, 0.045]
}

---

Record 3
{
  "formula": "C51H52OP3PtS",
  "method": "ωB97M-V/def2-TZVPD",
  "orbital_gap_ha": [0.22411, 0.22413],
  "charge": 1,
  "largest_force_ev_per_a": 0.6,
  "de_lowest_kj_mol": 16.2,
  "mol_weight_da": 1001.04,
  "e_homo_ev": [-9.588, -9.588],
  "species": ["Pt", "C", "C", "C", "C", "C", "C", "C", "C", "P", "C", "C", "C", "C", "C", "C", "C", "C", "C", "C", "C", "C", "C", "O", "C", "C", "C", "C", "C", "C", "P", "C", "C", "C", "C", "C", "C", "C", "C", "C", "C", "C", "C", "H", "H", "H", "H", "H", "H", "H", "H", "H", "H", "H", "H", "H", "H", "H", "H", "H", "H", "H", "H", "H", "H", "H", "H", "H", "H", "H", "H", "H", "H", "H", "H", "S", "C", "C", "C", "C", "C", "C", "H", "H", "H", "H", "H", "C", "C", "P", "C", "C", "C", "C", "H", "H", "H", "H", "H", "H", "H", "H", "H", "H", "H", "H", "H", "H", "H"],
  "xyz": [[-0.564, -0.255, -0.559], [4.709, -0.140, 4.343], [3.817, -1.122, 3.571], [4.153, -2.563, 3.994], [4.062, -0.971, 2.072], [5.337, -0.902, 1.519], [5.534, -0.795, 0.148], [4.446, -0.692, -0.704], [3.153, -0.725, -0.189], [1.696, -0.372, -1.215], [1.788, -1.519, -2.613], [2.531, -1.225, -3.754], [2.597, -2.141, -4.794], [1.929, -3.354, -4.694], [1.188, -3.651, -3.559], [1.113, -2.736, -2.522], [2.014, 1.243, -1.948], [0.814, 1.754, -2.751], [1.197, 2.937, -3.664], [2.220, 3.850, -3.062], [3.048, 3.453, -2.100], [2.997, 2.074, -1.612], [3.000, -0.941, 1.181], [1.727, -1.160, 1.592], [1.388, -0.919, 2.888], [0.019, -0.777, 3.104], [-0.401, -0.542, 4.409], [0.528, -0.461, 5.438], [1.879, -0.621, 5.176], [2.347, -0.853, 3.884], [-1.140, -0.969, 1.702], [-2.662, -0.267, 2.402], [-2.831, 1.115, 2.317], [-3.971, 1.716, 2.825], [-4.961, 0.935, 3.413], [-4.800, -0.440, 3.496], [-3.651, -1.043, 2.997], [-1.416, -2.771, 1.632], [-0.763, -3.668, 2.473], [-0.981, -5.034, 2.340], [-1.859, -5.509, 1.377], [-2.515, -4.618, 0.537], [-2.288, -3.256, 0.654], [5.762, -0.318, 4.129], [4.584, -0.263, 5.419], [4.473, 0.893, 4.084], [5.205, -2.782, 3.797], [3.546, -3.284, 3.444], [3.967, -2.699, 5.061], [6.202, -0.954, 2.167], [6.539, -0.774, -0.252], [4.603, -0.570, -1.770], [3.051, -0.277, -3.838], [3.170, -1.908, -5.682], [1.982, -4.068, -5.507], [0.659, -4.593, -3.483], [0.516, -2.965, -1.645], [0.448, 0.952, -3.401], [1.676, 2.479, -4.543], [2.337, 4.832, -3.505], [3.822, 4.110, -1.727], [3.781, 1.733, -0.947], [-1.455, -0.421, 4.625], [0.193, -0.280, 6.451], [2.582, -0.574, 5.999], [-2.062, 1.721, 1.845], [-4.096, 2.789, 2.758], [-5.857, 1.401, 3.802], [-5.570, -1.050, 3.952], [-3.533, -2.118, 3.063], [-0.087, -3.308, 3.238], [-0.468, -5.725, 2.996], [-2.032, -6.573, 1.280], [-3.200, -4.982, -0.218], [-2.787, -2.570, -0.023], [-2.090, -0.736, -2.262], [-3.819, -0.513, -1.955], [-4.358, -0.257, -0.699], [-5.728, -0.109, -0.532], [-6.580, -0.220, -1.621], [-6.049, -0.470, -2.881], [-4.680, -0.607, -3.051], [-3.698, -0.161, 0.150], [-6.124, 0.092, 0.456], [-7.649, -0.108, -1.494], [-6.704, -0.553, -3.739], [-4.270, -0.793, -4.036], [1.222, 2.417, 0.968], [0.210, 2.930, -0.062], [-0.451, 1.813, -1.352], [-2.156, 2.420, -1.635], [-2.554, 3.883, -1.450], [-0.030, 3.678, -4.193], [0.269, 4.728, -5.256], [1.099, 2.965, 1.904], [2.246, 2.565, 0.631], [1.087, 1.358, 1.184], [0.607, 3.797, -0.600], [-0.692, 3.282, 0.443], [-2.685, 1.826, -0.881], [-2.487, 2.010, -2.590], [-2.347, 4.248, -0.444], [-3.633, 3.949, -1.599], [-2.097, 4.566, -2.156], [-0.722, 2.937, -4.604], [-0.529, 4.144, -3.349], [-0.659, 5.115, -5.678], [0.851, 4.305, -6.078], [0.820, 5.580, -4.857]],
  "forces_ev_per_a": [[0.1, -0.1, -0.2], [0.0, 0.0, 0.0], [0.0, 0.0, 0.0], [0.0, 0.0, 0.0], [0.0, 0.0, 0.0], [0.0, 0.0, 0.0], [0.0, 0.0, 0.0], [0.0, 0.0, 0.0], [0.1, 0.0, 0.0], [0.0, 0.2, 0.2], [0.0, -0.1, 0.0], [0.0, 0.0, 0.0], [0.0, 0.0, 0.0], [0.0, 0.0, 0.0], [0.0, 0.0, 0.0], [0.0, 0.0, 0.0], [-0.4, -0.1, -0.3], [0.2, 0.0, 0.2], [-0.1, 0.0, 0.0], [0.0, 0.1, -0.1], [0.2, -0.2, 0.0], [0.3, 0.2, -0.1], [0.0, 0.0, -0.1], [-0.1, -0.2, -0.1], [0.0, 0.0, 0.0], [0.0, 0.1, 0.1], [0.0, 0.0, 0.0], [0.0, 0.0, 0.0], [0.0, 0.0, 0.0], [0.0, 0.0, 0.0], [0.1, -0.3, 0.1], [0.0, 0.0, 0.0], [0.0, 0.0, 0.0], [0.0, 0.0, 0.0], [0.0, 0.0, 0.0], [0.0, 0.0, 0.0], [0.0, 0.0, 0.0], [0.0, 0.0, 0.1], [0.0, 0.0, 0.0], [0.0, 0.0, 0.0], [0.0, 0.0, 0.0], [0.0, 0.0, 0.0], [0.0, 0.0, 0.0], [0.0, 0.0, 0.0], [0.0, 0.0, 0.0], [0.0, 0.0, 0.0], [0.0, 0.0, 0.0], [0.0, 0.0, 0.0], [0.0, 0.0, 0.0], [0.0, 0.0, 0.0], [0.0, 0.0, 0.0], [0.0, 0.0, 0.0], [0.0, 0.0, 0.0], [0.0, 0.0, 0.0], [0.0, 0.0, 0.0], [0.0, 0.0, 0.0], [0.0, 0.0, 0.0], [-0.2, 0.0, 0.1], [0.1, -0.1, 0.1], [-0.1, 0.0, 0.1], [0.0, 0.0, 0.0], [0.0, 0.0, 0.0], [0.0, 0.0, 0.0], [0.0, 0.0, 0.0], [0.0, 0.0, 0.0], [0.0, 0.0, 0.0], [0.0, 0.0, 0.0], [0.0, 0.0, 0.0], [0.0, 0.0, 0.0], [0.0, 0.0, 0.0], [0.0, 0.0, 0.0], [0.0, 0.0, 0.0], [0.0, 0.0, 0.0], [0.0, 0.0, 0.0], [0.0, 0.0, 0.0], [-0.2, 0.1, 0.0], [0.0, -0.1, 0.0], [0.0, 0.0, 0.0], [0.0, 0.0, 0.0], [0.0, 0.0, 0.0], [0.0, 0.0, 0.0], [0.0, 0.0, 0.0], [0.1, 0.0, 0.1], [0.0, 0.0, 0.0], [0.0, 0.0, 0.0], [0.0, 0.0, 0.0], [0.0, 0.0, 0.0], [0.0, 0.1, 0.1], [0.0, 0.1, 0.0], [0.4, 0.0, -0.5], [0.0, 0.0, 0.0], [0.0, -0.1, 0.1], [0.0, -0.1, -0.1], [0.0, 0.0, -0.1], [0.0, 0.0, 0.0], [-0.1, 0.0, 0.1], [-0.1, 0.0, 0.0], [0.0, 0.0, 0.0], [0.0, 0.0, 0.1], [-0.1, 0.0, -0.1], [0.0, 0.0, 0.0], [0.0, 0.0, 0.0], [0.0, 0.0, 0.0], [0.1, 0.1, -0.1], [0.0, 0.0, 0.0], [-0.2, 0.1, 0.1], [0.0, 0.0, 0.0], [0.0, 0.0, 0.0], [0.0, 0.0, 0.0]],
  "lowdin_charge": [0.482, -0.023, -0.420, -0.003, -0.081, -0.001, -0.052, -0.078, -0.238, 0.954, -0.350, -0.087, -0.066, -0.065, -0.061, -0.098, -0.416, -0.341, -0.298, -0.035, -0.059, -0.093, -0.202, -0.038, -0.226, -0.267, -0.054, -0.051, -0.004, -0.085, 0.971, -0.405, -0.113, -0.067, -0.073, -0.063, -0.073, -0.367, -0.070, -0.069, -0.072, -0.065, -0.108, 0.080, 0.081, 0.102, 0.092, 0.098, 0.093, 0.118, 0.112, 0.113, 0.105, 0.110, 0.110, 0.112, 0.094, 0.107, 0.162, 0.112, 0.112, 0.106, 0.109, 0.111, 0.116, 0.092, 0.108, 0.110, 0.111, 0.113, 0.105, 0.108, 0.108, 0.111, 0.070, 0.569, -0.654, -0.138, -0.072, -0.086, -0.083, -0.125, 0.051, 0.100, 0.103, 0.106, 0.098, -0.118, -0.326, 0.833, -0.389, -0.113, -0.223, -0.087, 0.085, 0.060, 0.025, 0.096, 0.063, 0.045, 0.069, 0.066, 0.087, 0.056, 0.124, 0.083, 0.079, 0.085, 0.068]
}

---

Record 4
{
  "formula": "C5H14N2",
  "method": "ωB97M-V/def2-TZVPD",
  "smiles": "CC[C@H](C)CNN",
  "orbital_gap_ha": 0.31380,
  "largest_force_ev_per_a": 6.5,
  "de_lowest_kj_mol": 329.5,
  "mol_weight_da": 102.18,
  "e_homo_ev": -7.477,
  "species": ["C", "C", "C", "C", "C", "N", "N", "H", "H", "H", "H", "H", "H", "H", "H", "H", "H", "H", "H", "H", "H"],
  "xyz": [[0.463, -2.612, -0.708], [1.051, -1.381, -0.038], [-0.080, -0.054, 0.368], [-1.384, -0.155, -0.389], [0.850, 0.992, -0.074], [0.341, 2.219, 0.923], [-0.814, 3.022, 0.748], [0.255, -2.423, -1.761], [1.146, -3.463, -0.662], [-0.466, -2.911, -0.220], [1.984, -1.149, -0.555], [1.360, -1.639, 0.978], [-0.210, -0.155, 1.446], [-1.875, -1.108, -0.194], [-1.230, -0.074, -1.463], [-2.110, 0.585, -0.054], [1.898, 0.913, 0.196], [0.679, 1.333, -1.093], [0.602, 2.172, 1.905], [-0.796, 3.425, -0.185], [-1.664, 2.463, 0.831]],
  "forces_ev_per_a": [[-0.3, 0.1, 0.1], [-1.9, -0.2, 1.3], [3.0, -4.3, -2.3], [-0.1, -0.3, 0.3], [-2.7, 4.5, 3.7], [1.7, 0.3, -1.5], [0.2, -0.8, -0.2], [-0.1, 0.0, 0.0], [0.0, 0.0, 0.0], [0.0, -0.1, -0.1], [-0.4, 0.9, -0.2], [0.2, -0.2, 0.0], [0.2, 0.2, -0.2], [0.1, -0.1, 0.0], [0.0, 0.1, 0.0], [0.1, 0.3, -0.1], [-0.1, -0.2, -0.1], [0.2, -0.1, 0.0], [0.0, -0.3, -0.6], [0.0, 0.1, 0.2], [0.0, 0.1, -0.2]],
  "lowdin_charge": [-0.146, -0.184, -0.324, -0.084, -0.136, -0.179, -0.049, 0.069, 0.067, 0.062, 0.085, 0.086, 0.123, 0.069, 0.085, 0.059, 0.099, 0.113, 0.082, 0.064, 0.041]
}

---

Repeat the first record exactly.
{
  "formula": "C3H8N2O",
  "method": "ωB97M-V/def2-TZVPD",
  "orbital_gap_ha": 0.31993,
  "largest_force_ev_per_a": 8.5,
  "de_lowest_kj_mol": 1079.9,
  "mol_weight_da": 88.11,
  "e_homo_ev": -9.008,
  "species": ["C", "C", "C", "H", "H", "H", "H", "H", "H", "H", "H", "N", "N", "O"],
  "xyz": [[-1.588, 1.229, -0.224], [-1.655, -0.343, 0.383], [0.446, -0.673, -0.172], [-0.784, 1.993, -0.212], [-2.400, 1.732, 0.604], [-1.907, 1.376, -1.389], [-1.662, -0.265, 1.569], [-2.846, -0.866, -0.260], [0.922, -1.170, -1.156], [3.001, 1.833, -0.228], [3.021, -0.682, 0.709], [1.093, 0.275, 0.500], [2.515, 0.259, -0.168], [-0.727, -1.121, -0.236]],
  "forces_ev_per_a": [[-3.6, 1.0, 0.7], [-4.9, 2.9, -1.4], [7.6, 1.6, -3.3], [0.4, -1.5, 0.8], [1.7, -1.1, -2.9], [0.0, -1.0, 3.0], [0.1, -0.7, -2.6], [3.5, 1.8, 2.8], [0.2, 1.1, 2.5], [-1.1, -4.7, 1.1], [-0.9, 4.5, -2.9], [-0.5, -2.4, -2.2], [0.1, -0.3, 2.9], [-2.6, -1.4, 1.5]],
  "lowdin_charge": [-0.136, -0.247, -0.393, 0.027, 0.113, 0.099, 0.139, 0.218, 0.171, 0.205, 0.171, -0.099, -0.167, -0.100]
}